Below is C17H14BrCoNO2S2 as an isolated structure, with properties calculated with wB97M-V/def2-TZVPD.

```
! RIJCOSX wB97M-V def2-TZVPD def2/J DEFGRID3
* xyz -2 4
C 0.90 -1.77 -1.16
C 1.57 -0.61 -1.68
C 2.19 0.07 -0.57
H 1.59 -0.27 -2.72
C 1.92 -0.67 0.62
C 1.13 -1.81 0.26
H 0.83 -2.59 0.96
H 0.33 -2.50 -1.73
H 2.86 0.92 -0.61
H 2.32 -0.45 1.60
Co 0.23 -0.14 -0.35
Br -2.12 -0.53 -0.33
C -4.98 -2.28 1.19
C -4.27 -3.36 1.80
C -3.92 -4.30 0.77
H -4.05 -3.46 2.86
C -4.42 -3.80 -0.47
C -5.07 -2.55 -0.22
H -5.57 -1.92 -0.96
H -5.40 -1.41 1.70
H -3.39 -5.24 0.92
H -4.34 -4.29 -1.44
O 3.18 2.96 2.49
S 1.97 3.57 2.00
O 1.14 4.33 2.91
N 1.10 2.49 1.08
C 0.85 2.90 -0.15
S -0.27 1.96 -1.06
C 1.66 4.08 -0.53
C 1.90 4.68 -1.77
C 2.70 5.82 -1.83
C 3.30 6.35 -0.68
C 3.12 5.72 0.55
C 2.32 4.58 0.60
H 1.43 4.20 -2.66
H 2.86 6.31 -2.79
H 3.92 7.25 -0.74
H 3.57 6.09 1.48
*
```

## Properties
* calculated total energy: -5614.545447 hartree
* molar mass: 467.27 g mol⁻¹
* ⟨S²⟩: 3.773
* E_HOMO (spin up / spin down): 0.001 / 0.000 hartree
* frontier orbital gap (spin up / spin down): 4.03 / 4.05 eV
* LUMO energy (spin up / spin down): 4.05 / 4.05 eV

Atomic partial charges in e from the Löwdin method, atoms 1 to 5:
1. C -0.227
2. C -0.222
3. C -0.235
4. H 0.103
5. C -0.178

---

Below is the molecule C15H23NO3, with properties calculated with wB97M-V/def2-TZVPD.

```
! RIJCOSX wB97M-V def2-TZVPD def2/J DEFGRID3
* xyz 0 1
C 0.74 4.60 -0.83
C 1.31 3.91 -2.07
C 2.45 2.95 -1.74
C 2.00 1.68 -1.00
O 1.62 1.89 0.34
C 2.69 1.96 1.27
C 3.18 0.58 1.74
C 2.15 -0.13 2.62
N 0.91 -0.38 1.92
C 0.59 -1.60 1.44
O 1.22 -2.61 1.73
C -0.64 -1.66 0.60
C -1.15 -0.58 -0.11
C -2.29 -0.71 -0.89
C -2.95 -1.93 -0.96
O -4.08 -2.17 -1.68
C -4.65 -1.11 -2.41
C -2.43 -3.02 -0.26
C -1.30 -2.89 0.50
H 0.36 3.86 -0.13
H 1.51 5.18 -0.34
H -0.07 5.27 -1.11
H 1.68 4.67 -2.76
H 0.51 3.36 -2.58
H 2.92 2.63 -2.67
H 3.20 3.47 -1.15
H 2.79 0.93 -1.06
H 1.11 1.28 -1.49
H 2.30 2.52 2.12
H 3.53 2.52 0.84
H 3.40 -0.04 0.87
H 4.10 0.72 2.31
H 1.94 0.47 3.51
H 2.53 -1.10 2.93
H 0.45 0.44 1.55
H -0.66 0.38 -0.09
H -2.65 0.15 -1.43
H -5.53 -1.53 -2.90
H -4.95 -0.29 -1.76
H -3.96 -0.73 -3.18
H -2.95 -3.97 -0.33
H -0.89 -3.73 1.04
*
```

## Properties
* relative energy (zero: lowest compared OMol25 entry of this formula, charge and spin): 2.105 eV
* calculated total energy: -865.843704 hartree
* molar mass: 265.35 g mol⁻¹
* SMILES: CCCCOCCCNC(=O)c1ccc(OC)cc1
* E_HOMO: -0.315 hartree
* frontier orbital gap: 9.28 eV
* LUMO energy: 0.71 eV

Atomic partial charges in e from the Löwdin method, atoms 1 to 5:
1. C -0.106
2. C -0.259
3. C -0.186
4. C -0.211
5. O -0.197

---

Below is C32H36Cl2F8I2N2O4S2 as an isolated structure, with properties calculated with wB97M-V/def2-TZVPD.

```
! RIJCOSX wB97M-V def2-TZVPD def2/J DEFGRID3
* xyz 0 1
C 6.75 3.58 -1.55
C 6.27 2.45 -2.49
N 6.60 1.09 -2.01
C 6.62 0.10 -3.11
C 7.83 -0.90 -3.03
C 5.78 0.67 -0.96
S 6.04 -0.77 -0.21
S 4.40 1.67 -0.35
C 2.96 0.52 -0.19
C 2.70 0.15 1.30
C 1.24 0.45 1.79
C 0.15 0.14 0.76
C -0.78 1.13 0.43
Cl -0.71 2.73 1.17
C -1.83 0.90 -0.49
C -2.86 1.98 -0.84
C -2.83 2.42 -2.34
C -4.15 3.18 -2.66
C -5.23 2.25 -3.30
C -3.87 4.29 -3.72
C -1.88 -0.38 -1.06
C -0.96 -1.40 -0.73
C 0.05 -1.15 0.18
N 0.99 -2.18 0.56
C 0.76 -2.56 1.71
O 0.56 -2.97 2.79
C -1.12 -2.77 -1.40
O -0.79 -3.80 -0.87
C -1.77 -2.72 -2.79
Cl -1.30 -4.01 -3.87
C -2.62 -1.77 -3.15
C -3.31 -1.58 -4.50
I -1.88 -1.31 -6.12
C -4.47 -2.63 -4.80
C -5.02 -3.27 -3.50
I -4.03 -4.12 -6.31
C -2.96 -0.74 -2.06
O -4.09 -0.31 -2.06
H 6.36 4.54 -1.94
H 7.85 3.65 -1.51
H 6.37 3.45 -0.53
H 6.80 2.59 -3.45
H 5.20 2.57 -2.73
H 6.66 0.57 -4.10
H 5.69 -0.50 -3.09
H 7.41 -1.91 -2.95
H 8.49 -0.85 -3.91
H 8.38 -0.72 -2.10
H 2.12 1.02 -0.69
H 3.22 -0.39 -0.77
H 2.95 -0.89 1.55
H 3.37 0.79 1.90
H 1.21 1.50 2.12
H 1.05 -0.19 2.67
H -3.84 1.51 -0.65
H -2.82 2.83 -0.15
H -2.62 1.60 -3.04
H -1.98 3.13 -2.43
H -4.59 3.63 -1.75
H -5.66 1.61 -2.51
H -4.78 1.60 -4.07
H -6.05 2.80 -3.78
H -3.55 3.75 -4.64
H -4.77 4.89 -3.95
H -3.05 4.91 -3.32
H -3.82 -0.60 -4.44
H -5.31 -2.04 -5.21
H -4.25 -3.81 -2.93
H -5.48 -2.45 -2.92
H -5.82 -4.00 -3.72
C 0.22 -1.88 6.42
C -0.74 -2.91 7.03
C -2.21 -2.84 6.61
F -2.79 -1.66 6.91
F -2.92 -3.80 7.25
F -0.63 -2.86 8.38
F -0.29 -4.14 6.66
O 0.53 -0.71 7.17
C -0.33 0.38 7.14
C -1.00 0.65 8.49
F -1.67 -0.42 8.94
F -1.89 1.66 8.37
F -1.22 0.24 6.13
F 0.43 1.45 6.82
H 1.18 -2.39 6.34
H -0.04 -1.64 5.39
H -2.31 -3.01 5.53
H -0.25 0.93 9.24
*
```

## Properties
* relative energy (zero: lowest compared OMol25 entry of this formula, charge and spin): 1.019 eV
* calculated total energy: -4762.458623 hartree
* molar mass: 1053.48 g mol⁻¹
* E_HOMO: -0.306 hartree
* frontier orbital gap: 6.83 eV
* LUMO energy: -1.50 eV

Atomic partial charges in e from the Löwdin method, atoms 1 to 5:
1. C -0.100
2. C -0.294
3. N -0.195
4. C -0.240
5. C -0.102

---

Below is CH2Br2N2O as an isolated structure, with properties calculated with wB97M-V/def2-TZVPD.

```
! RIJCOSX wB97M-V def2-TZVPD def2/J DEFGRID3
* xyz 0 1
C -1.42 -0.54 -0.47
N -0.21 -0.09 -0.08
N -2.51 0.21 -0.04
O -1.63 -1.51 -1.14
Br -2.43 1.74 1.00
Br -4.19 -0.38 -0.56
H -0.09 0.73 0.49
H 0.59 -0.61 -0.37
*
```

## Properties
* relative energy (zero: lowest compared OMol25 entry of this formula, charge and spin): 0.000 eV
* calculated total energy: -5372.044613 hartree
* molar mass: 217.85 g mol⁻¹
* E_HOMO: -0.345 hartree
* frontier orbital gap: 8.69 eV
* LUMO energy: -0.70 eV

Atomic partial charges in e from the Löwdin method, atoms 1 to 5:
1. C -0.802
2. N 0.148
3. N -0.949
4. O 0.004
5. Br 0.709

---

Below is C21H41AsBrFeO4Se2Si3 as an isolated structure, with properties calculated with wB97M-V/def2-TZVPD.

```
! RIJCOSX wB97M-V def2-TZVPD def2/J DEFGRID3
* xyz 0 6
Fe 0.35 -0.72 0.37
O 1.66 -2.84 1.07
C 2.84 -2.81 1.85
C 3.18 -1.37 2.28
C 4.45 -1.45 3.18
O 5.61 -1.86 2.51
C 3.55 -0.49 1.09
Se 2.47 -0.60 -0.56
C 2.11 -0.78 3.21
Se 0.21 -0.88 2.68
H 1.42 -3.75 0.88
H 3.67 -3.20 1.25
H 2.71 -3.43 2.74
H 4.24 -2.11 4.03
H 4.66 -0.45 3.56
H 5.56 -2.79 2.29
H 4.56 -0.76 0.78
H 3.55 0.57 1.38
H 2.33 0.28 3.39
H 2.16 -1.30 4.17
C -0.09 5.04 0.05
Si 0.86 3.38 0.10
C 1.83 3.32 1.76
C 2.12 3.27 -1.34
As -0.55 1.46 -0.06
Si -1.29 1.40 -2.33
C -1.50 3.20 -2.98
C 0.13 0.56 -3.31
C -2.92 0.43 -2.54
Si -2.44 1.89 1.32
C -3.56 3.31 0.68
C -3.37 0.23 1.48
C -1.84 2.38 3.08
H 0.58 5.89 0.10
H -0.78 5.11 0.89
H -0.67 5.13 -0.86
H 2.83 3.75 1.67
H 1.95 2.29 2.10
H 1.33 3.86 2.55
H 2.95 3.96 -1.23
H 1.64 3.48 -2.29
H 2.53 2.26 -1.39
H -0.54 3.70 -3.03
H -2.15 3.77 -2.33
H -1.93 3.21 -3.97
H 1.01 1.19 -3.37
H -0.17 0.30 -4.32
H 0.43 -0.37 -2.81
H -3.39 0.20 -1.59
H -2.74 -0.52 -3.03
H -3.64 0.98 -3.14
H -3.66 3.31 -0.40
H -3.15 4.27 0.98
H -4.55 3.23 1.11
H -3.70 -0.17 0.53
H -4.24 0.30 2.13
H -2.70 -0.52 1.91
H -1.09 3.17 3.05
H -1.39 1.51 3.57
H -2.66 2.72 3.69
Br -3.81 -6.89 -3.40
C -2.37 -5.85 -2.73
C -1.07 -6.30 -2.89
C -0.03 -5.51 -2.43
C -0.28 -4.31 -1.79
C -1.59 -3.88 -1.61
C -2.64 -4.65 -2.09
C -1.93 -2.57 -0.94
O -3.10 -2.25 -0.80
O -0.94 -1.86 -0.56
H -0.88 -7.24 -3.37
H 0.98 -5.85 -2.57
H 0.53 -3.67 -1.45
H -3.64 -4.29 -1.95
*
```

## Properties
* relative energy (zero: lowest compared OMol25 entry of this formula, charge and spin): 0.316 eV
* calculated total energy: -12870.717719 hartree
* molar mass: 810.40 g mol⁻¹
* ⟨S²⟩: 8.775
* E_HOMO (spin up / spin down): -0.291 / -0.295 hartree
* frontier orbital gap (spin up / spin down): 8.24 / 7.01 eV
* LUMO energy (spin up / spin down): 0.32 / -1.01 eV

Atomic partial charges in e from the Löwdin method, atoms 1 to 5:
1. Fe 0.079
2. O -0.236
3. C -0.221
4. C -0.554
5. C -0.232

---

Below is a 2-piece molecular cluster, C2H3BrF2O2 overall, with properties calculated with wB97M-V/def2-TZVPD.

```
! RIJCOSX wB97M-V def2-TZVPD def2/J DEFGRID3
* xyz 0 1
F 0.46 1.00 -2.18
C 0.66 -0.20 -1.66
O 0.80 -0.15 -0.27
C -0.31 -0.82 -0.68
F -0.29 -2.18 -0.59
Br -2.06 -0.16 -0.64
H 1.60 -0.73 -2.14
O -0.35 0.87 2.42
H -1.03 1.52 2.81
H 0.51 0.86 2.94
*
```

## Properties
* relative energy (zero: lowest compared OMol25 entry of this formula, charge and spin): 1.952 eV
* calculated total energy: -3002.163129 hartree
* molar mass: 176.94 g mol⁻¹
* SMILES: F[C@H]1O[C@@]1(F)Br.O
* E_HOMO: -0.384 hartree
* frontier orbital gap: 11.05 eV
* LUMO energy: 0.60 eV

Atomic partial charges in e from the Löwdin method, atoms 1 to 5:
1. F 0.069
2. C -0.328
3. O 0.062
4. C -0.894
5. F 0.023

---

Below is C12H27Cl2DyN2OP2S as an isolated structure, with properties calculated with wB97M-V/def2-TZVPD.

```
! RIJCOSX wB97M-V def2-TZVPD def2/J DEFGRID3
* xyz 2 6
C -4.66 3.28 -3.44
C -3.38 2.78 -2.84
H -5.01 2.59 -4.20
H -4.50 4.26 -3.89
H -5.43 3.36 -2.66
O -2.79 1.74 -3.06
Cl -2.76 3.95 -1.66
Dy -0.03 0.35 0.18
P 1.65 1.28 -1.80
C 2.73 0.26 -2.88
C 0.82 2.44 -2.93
H 1.52 3.03 -3.53
H 3.45 2.93 -1.56
H 0.17 3.10 -2.33
H 2.22 3.06 -0.26
H 2.08 -0.32 -3.55
H 0.15 1.86 -3.57
C 2.80 2.37 -0.88
H 3.44 0.86 -3.47
H 3.39 1.76 -0.20
H 3.27 -0.45 -2.24
P -2.05 -1.01 1.51
C -2.25 -2.83 1.58
C -1.85 -0.51 3.26
H -3.63 0.73 1.04
H -4.46 -0.66 1.83
H -3.97 -0.74 0.10
C -3.71 -0.36 1.10
H -1.77 0.58 3.31
H -2.71 -0.85 3.85
H -3.03 -3.14 2.29
H -1.28 -3.27 1.86
H -0.92 -0.91 3.65
H -2.50 -3.18 0.57
Cl -0.98 2.51 0.79
C 1.62 -2.83 3.27
N 2.45 -2.55 2.08
C 3.44 -3.38 1.54
C 4.07 -2.69 0.58
N 3.50 -1.43 0.52
C 2.51 -1.34 1.46
S 1.77 0.11 2.06
H 1.86 -2.11 4.06
H 0.55 -2.78 3.03
H 1.85 -3.84 3.63
H 3.65 -4.36 1.92
H 4.90 -2.99 -0.04
H 3.80 -0.67 -0.10
*
```

## Properties
* calculated total energy: -3544.071060 hartree
* molar mass: 542.78 g mol⁻¹
* ⟨S²⟩: 9.141
* E_HOMO (spin up / spin down): -0.565 / -0.565 hartree
* frontier orbital gap (spin up / spin down): 7.31 / 9.02 eV
* LUMO energy (spin up / spin down): -8.07 / -6.36 eV

Atomic partial charges in e from the Löwdin method, atoms 1 to 5:
1. C -0.074
2. C -0.814
3. H 0.092
4. H 0.095
5. H 0.097

---

Below is C7H4MnO5 as an isolated structure, with properties calculated with wB97M-V/def2-TZVPD.

```
! RIJCOSX wB97M-V def2-TZVPD def2/J DEFGRID3
* xyz 3 5
Mn 0.00 0.21 0.76
C 0.02 0.51 2.51
O 0.03 0.75 3.63
C -0.01 2.03 0.63
O -0.01 3.20 0.46
C -1.84 0.27 1.05
O -2.99 0.13 1.14
C 1.84 0.26 1.00
O 3.00 0.12 1.06
C -0.01 -1.15 -2.48
H 0.95 -1.72 -2.31
H -0.96 -1.72 -2.28
C -0.01 0.13 -2.80
H -0.96 0.72 -2.89
H 0.94 0.72 -2.91
O 0.00 -2.78 1.84
C 0.00 -1.66 1.59
*
```

## Properties
* relative energy (zero: lowest compared OMol25 entry of this formula, charge and spin): 4.021 eV
* calculated total energy: -1794.735760 hartree
* molar mass: 223.04 g mol⁻¹
* ⟨S²⟩: 6.046
* E_HOMO (spin up / spin down): -0.836 / -0.899 hartree
* frontier orbital gap (spin up / spin down): 9.20 / 4.86 eV
* LUMO energy (spin up / spin down): -13.54 / -19.61 eV

Atomic partial charges in e from the Löwdin method, atoms 1 to 5:
1. Mn 0.384
2. C -0.185
3. O 0.391
4. C -0.018
5. O 0.321

---

- What is the formula in the third record?
  C32H36Cl2F8I2N2O4S2